The following is a quantum chemistry calculation of a 2-piece molecular cluster, C4H9O2S overall, from the OMol25 dataset.

Each line ends with the Mulliken charge.
Cartesian coordinates (Å):
O  1.299  -1.936  -1.191  -0.639
C  0.180  -2.029  -1.717  -0.057
O  -0.878  -1.419  -1.426  -0.679
H  0.062  -2.714  -2.597  0.356
C  0.840  1.420  -0.546  -0.950
C  0.852  1.041  0.915  -0.402
S  -0.714  1.286  1.787  -0.186
C  -1.603  -0.244  1.328  -0.501
H  1.772  1.098  -1.015  0.246
H  0.751  2.498  -0.665  0.361
H  0.024  0.944  -1.083  0.217
H  1.607  1.610  1.461  0.335
H  1.139  0.008  1.025  0.265
H  -1.424  -0.493  0.275  0.111
H  -1.263  -1.062  1.949  0.229
H  -2.644  -0.006  1.500  0.293

## Properties
HOMO energy ... -4.3406 eV
Net charge ... -1

The following is a quantum chemistry calculation of a 2-piece molecular cluster, C4H9O2S2 overall at a distorted geometry, from the OMol25 dataset.

Each line ends with the Mulliken charge.
Cartesian coordinates (Å):
C  -0.637  1.923  -0.911  -0.874
C  -0.440  -0.333  2.289  -0.913
C  -0.345  1.435  0.522  0.019
C  -0.721  0.192  0.903  -0.546
O  0.664  -2.536  -0.579  -0.578
O  2.393  -0.733  -0.499  -0.540
S  1.314  -1.683  -3.339  -0.582
S  1.097  -1.218  -1.014  0.660
H  -0.829  2.971  -1.037  0.382
H  0.339  1.410  -1.440  0.139
H  -1.612  1.398  -1.120  0.212
H  -1.382  -0.663  2.772  0.282
H  0.365  -1.169  2.109  0.183
H  -0.165  0.455  3.053  0.289
H  1.068  -3.085  -3.225  0.084
H  0.044  2.054  1.348  0.249
H  -1.153  -0.420  0.167  0.536

## Properties
HOMO energy ... -3.6502 eV
Net charge ... -1

The following is a quantum chemistry calculation of a 2-piece molecular cluster, C4H9O3 overall at a distorted geometry, from the OMol25 dataset.

Each line ends with the Mulliken charge.
Cartesian coordinates (Å):
C  -0.713  -0.419  -1.813  -0.545
C  -1.569  -0.586  -0.553  -0.635
C  0.856  -0.418  -1.588  0.404
O  1.307  -1.484  -1.946  -0.709
O  1.301  0.590  -1.131  -0.671
H  -0.850  -1.133  -2.536  0.398
H  -0.931  0.519  -2.310  0.236
H  -0.715  -1.082  0.118  0.092
H  -2.361  -1.370  -0.762  0.266
H  -2.101  0.328  -0.006  0.175
C  0.571  0.869  2.130  -0.637
O  1.972  1.083  2.302  -0.588
H  2.494  0.493  1.743  0.317
H  0.257  1.241  1.239  0.225
H  0.487  -0.100  2.322  0.305
H  -0.004  1.468  2.792  0.367

## Properties
HOMO energy ... -3.6101 eV
Net charge ... -1

The lowest HOMO energy belongs to which entry?
C4H9O2S